[1]
The following is a DFT calculation (ωB97M-V/def2-TZVPD) of C27H88O14SbSi as an isolated structure.

```
131
Properties=species:S:1:pos:R:3:forces:R:3
C -3.089802 -1.857083 2.689839 -0.1 0.0 0.3
O -3.787833 -1.903096 1.458513 0.2 -0.1 0.0
C -3.025872 -1.550831 0.326314 -0.1 0.3 -0.6
C -3.259694 -0.123900 -0.131880 -0.5 -0.1 -0.3
C -2.530057 0.285228 -1.419067 0.1 0.1 0.7
C -0.998973 0.221239 -1.364110 -0.3 -0.1 -0.4
C -0.375543 -1.148379 -1.693910 0.3 0.5 0.0
C 0.913723 -1.504673 -0.932141 -0.6 -0.3 0.2
C 0.894851 -1.250188 0.587582 0.6 -0.5 -0.1
C 1.339700 -2.466371 1.442203 0.1 0.4 -0.2
C 2.616812 -2.197100 2.257683 -0.3 -0.8 0.2
C 2.405792 -1.848353 3.731343 0.2 0.3 -0.3
Sb 1.161614 -0.054824 4.202678 -0.3 0.0 0.0
Si 2.730663 0.760711 6.095640 0.1 0.2 0.1
C 4.025403 2.046623 5.516417 -0.1 -0.2 0.8
C 1.640864 1.660170 7.380204 0.1 -0.5 -0.7
C 3.632911 -0.648129 7.029345 0.1 0.7 0.0
H -3.395082 -2.709245 3.288404 -0.1 -0.2 0.1
H -3.315193 -0.958829 3.262799 0.0 0.2 -0.1
H -2.010151 -1.901228 2.575854 0.2 0.0 -0.2
H -1.958302 -1.700054 0.453077 0.2 -0.3 0.4
H -3.342718 -2.209118 -0.486605 0.0 -0.2 -0.1
H -4.327837 -0.042307 -0.341688 -0.2 0.1 0.0
H -3.072829 0.578513 0.676992 0.4 0.0 0.2
H -2.794204 1.328030 -1.578941 -0.2 0.2 -0.2
H -2.938205 -0.277761 -2.256962 0.1 -0.1 -0.2
H -0.689172 0.628915 -0.406029 0.2 -0.1 0.2
H -0.641926 0.918040 -2.119720 0.2 0.2 0.0
H -0.105691 -1.096364 -2.744877 0.0 -0.3 -0.3
H -1.106297 -1.948669 -1.614207 -0.2 -0.1 0.3
H 1.075496 -2.572969 -1.060801 0.1 -0.2 -0.3
H 1.753841 -1.011169 -1.413439 0.2 0.2 0.0
H 1.595432 -0.453552 0.805375 -0.1 0.4 0.2
H -0.069180 -0.915204 0.930705 -0.4 0.2 0.1
H 1.510700 -3.314050 0.776696 0.0 -0.1 -0.1
H 0.542548 -2.763424 2.117740 -0.2 0.0 0.2
H 3.214747 -3.113785 2.232094 0.2 -0.1 -0.1
H 3.210969 -1.448878 1.736948 0.1 0.3 0.1
H 3.394188 -1.650155 4.151938 0.1 0.2 0.2
H 1.999111 -2.683201 4.298430 -0.2 -0.2 -0.1
H 0.276370 -0.955864 5.482299 -0.1 -0.1 0.2
H 0.198510 1.429173 4.504266 -0.1 0.1 0.1
H 2.057551 0.840913 2.946742 0.1 0.1 -0.3
H -0.112761 -0.552583 3.086083 0.0 0.0 -0.2
H 3.816168 2.480030 4.545313 0.0 0.0 -0.2
H 5.010643 1.590035 5.551048 0.2 -0.1 -0.4
H 4.054538 2.845783 6.257538 0.0 0.3 0.0
H 1.053814 2.391868 6.830299 0.0 0.3 0.1
H 2.207507 2.110221 8.189345 0.0 0.1 0.2
H 0.928063 0.929332 7.752856 -0.1 -0.1 0.3
H 4.693741 -0.409442 7.080378 0.2 -0.1 0.0
H 3.506224 -1.618465 6.565793 -0.1 -0.2 0.0
H 3.274748 -0.661564 8.054665 -0.1 -0.2 0.2
C 2.479461 0.014363 -4.978138 -0.3 -0.1 -0.1
O 1.497788 -0.953743 -4.598623 -0.1 0.2 0.1
H 3.041094 0.286899 -4.089871 0.0 0.0 0.0
H 3.163796 -0.397911 -5.716017 0.1 0.1 0.0
H 1.998440 0.909282 -5.385115 0.1 0.1 0.0
H 1.003340 -1.194054 -5.387224 0.1 -0.1 -0.2
C -4.022822 2.728589 2.142033 0.0 -0.1 0.3
O -3.254469 1.987277 3.077034 -0.1 0.1 -0.1
H -3.478634 2.731544 1.200485 0.0 0.0 0.0
H -5.003289 2.268475 1.980505 0.0 0.1 -0.1
H -4.159438 3.762869 2.474380 0.0 0.0 -0.1
H -3.728063 1.979332 3.914566 0.1 0.0 0.0
C -0.423070 -2.959948 -7.911620 0.0 0.1 0.2
O -0.377463 -1.703226 -7.239546 0.0 0.0 0.2
H 0.225679 -2.891402 -8.780566 0.0 0.0 0.0
H -0.066248 -3.763595 -7.263503 0.0 0.0 -0.1
H -1.439329 -3.186441 -8.242708 0.0 0.0 0.0
H -0.955834 -1.767376 -6.470695 0.0 0.1 -0.1
C -6.169782 -1.881776 -2.209261 0.1 -0.2 -0.2
O -5.660069 -0.947785 -3.152612 -0.1 0.2 -0.2
H -6.444938 -1.336588 -1.310754 0.0 0.0 0.0
H -7.053943 -2.388114 -2.608899 0.0 0.0 0.1
H -5.404294 -2.621671 -1.958688 -0.1 0.0 0.1
H -5.413813 -1.433795 -3.945647 0.0 0.0 0.1
C 5.598226 5.251441 7.462548 0.1 0.1 0.2
O 6.310347 6.400258 7.930414 0.1 0.1 0.1
H 5.684615 5.223270 6.380357 0.0 0.0 0.0
H 6.024762 4.336067 7.877312 -0.1 -0.1 0.0
H 4.542537 5.316232 7.732582 0.0 -0.1 -0.1
H 6.226952 6.410994 8.891995 0.1 -0.1 0.0
C -8.523898 -1.373972 -5.622981 0.2 0.3 0.3
O -8.643408 -0.523011 -4.486613 -0.1 0.0 -0.1
H -9.452298 -1.932692 -5.720485 0.0 0.0 0.0
H -8.360440 -0.797828 -6.531916 0.0 -0.1 -0.1
H -7.697064 -2.078652 -5.491212 0.0 -0.1 -0.1
H -7.814030 -0.039307 -4.400584 0.0 -0.1 0.2
C -6.972419 -2.019170 -9.615869 -0.2 -0.1 0.1
O -7.790830 -2.268090 -8.473630 0.1 -0.1 -0.1
H -6.376270 -1.133431 -9.407942 0.0 0.0 0.1
H -6.304894 -2.863494 -9.803985 0.0 0.1 -0.1
H -7.587063 -1.842496 -10.497993 0.1 0.0 -0.1
H -8.316362 -3.052248 -8.661262 0.0 0.1 0.0
C 9.843972 7.872498 8.505091 -0.3 -0.2 0.0
O 9.379381 6.592937 8.901277 0.3 0.0 0.1
H 10.901198 7.933822 8.754903 0.0 0.0 0.0
H 9.725620 8.016830 7.427792 0.0 0.1 0.0
H 9.309173 8.667327 9.034058 0.1 0.1 0.0
H 8.438809 6.522997 8.702719 -0.1 0.0 -0.2
C 5.668995 -0.862155 -7.279760 0.1 0.2 0.1
O 5.529773 -0.092125 -6.091707 0.1 0.0 -0.1
H 4.767363 -1.459673 -7.391675 0.0 0.0 0.0
H 5.776757 -0.217429 -8.156501 0.0 -0.1 -0.1
H 6.530208 -1.532361 -7.215140 0.0 -0.1 -0.1
H 6.326854 0.437676 -5.989870 -0.1 0.0 0.1
C -7.016361 -3.198548 -13.520463 -0.2 -0.1 0.1
O -7.855515 -3.473592 -12.402669 0.0 -0.1 -0.1
H -6.435696 -2.310634 -13.284296 0.0 0.0 0.0
H -6.331589 -4.028797 -13.710544 0.0 0.0 -0.1
H -7.609272 -3.005056 -14.417805 0.1 0.0 0.0
H -8.371130 -4.259642 -12.609163 0.0 0.1 0.0
C 8.188693 4.797389 11.181922 -0.2 0.1 0.1
O 7.014691 5.498268 10.756728 0.0 0.0 0.1
H 8.576494 4.252207 10.327493 0.0 0.0 -0.1
H 8.950098 5.498937 11.525672 0.1 -0.1 0.0
H 7.946937 4.089778 11.979374 0.0 0.0 0.0
H 6.672846 5.982110 11.514929 0.0 0.0 -0.1
C -1.250494 1.554986 -6.304790 0.2 -0.2 0.4
O -1.044978 1.314619 -4.915860 -0.1 0.0 -0.2
H -1.909822 2.415101 -6.392703 0.0 0.0 0.0
H -0.302797 1.780275 -6.802150 -0.1 0.0 -0.1
H -1.720155 0.695128 -6.789522 0.0 0.1 -0.1
H -0.452012 0.560641 -4.809734 0.1 0.1 0.1
C -0.734697 -5.200193 4.958866 0.1 0.2 0.2
O -0.058583 -4.053872 5.449566 -0.1 -0.3 -0.1
H -0.628215 -5.205728 3.876820 0.0 0.0 0.0
H -0.298025 -6.121159 5.361372 -0.1 -0.1 -0.1
H -1.799962 -5.168720 5.208440 0.0 -0.1 -0.1
H -0.151212 -4.041656 6.407204 0.0 0.2 -0.1
```
Positions in Å, forces in eV/Å.

The strongest force on any atom comes out at 0.91 eV/A. Its total charge is -1. Its gap between HOMO and LUMO is 0.145 hartree. The LUMO energy is 0.048 Eh. Its HOMO energy is -2.636 eV.

***

[2]
The following is a DFT calculation (ωB97M-V/def2-TZVPD) of C4H10N4O2 as an isolated structure.

```
20
Properties=species:S:1:pos:R:3:forces:R:3
C -0.539889 -0.913087 0.397476 -2.8 -1.4 0.6
C 1.082449 0.145356 0.152213 0.8 1.7 -0.1
C 0.387362 -0.426820 1.449386 -0.2 -0.4 -0.8
C -0.481502 0.183124 -0.636193 1.0 -0.8 0.9
N -2.334642 1.776065 -0.780325 0.6 0.0 -0.2
N -1.074011 -2.113795 0.186639 0.5 1.4 0.1
N 1.622848 1.477159 0.199192 0.0 0.1 0.0
N 2.006739 -0.821384 -0.398395 -0.5 -0.3 -0.4
O -1.271720 1.315591 0.047218 0.6 -0.3 -0.2
O -0.642433 0.014045 -1.862649 -0.1 -0.2 0.1
H -2.947285 0.980598 -0.982935 0.3 0.1 0.1
H -1.869771 1.975802 -1.671928 -0.3 -0.1 0.1
H -1.284249 -2.745289 0.949750 0.6 -0.1 -0.3
H -1.562061 -2.229509 -0.700033 0.1 0.0 0.2
H 2.363108 1.559250 0.888492 -0.1 0.1 0.1
H 0.893224 2.155995 0.393193 0.1 0.0 0.0
H 1.799578 -0.985147 -1.381694 -0.1 0.2 0.0
H 2.975196 -0.519662 -0.362599 -0.2 0.2 0.2
H -0.038383 0.350761 2.081373 -0.1 0.1 -0.2
H 0.915441 -1.179052 2.031819 0.0 0.0 -0.2
```
Positions in Å, forces in eV/Å.

The strongest force on any atom comes out at 3.20 eV/A. Its gap between HOMO and LUMO is 0.299 hartree. The LUMO energy is 0.005 Eh. The value obtained for the energy relative to the best compared isomer or geometry (same formula, charge and spin) is 100.1 kcal per mole. Its HOMO energy is -8.009 eV.

***

[3]
The following is a DFT calculation (ωB97M-V/def2-TZVPD) of a 2-piece molecular cluster, C4H13NO2 overall.

```
20
Properties=species:S:1:pos:R:3:forces:R:3
C -0.529775 -0.421530 -2.106434 -0.9 0.1 1.9
C 0.204175 0.736208 -1.389989 1.7 0.7 -3.3
C -0.191144 0.769394 0.097026 -0.4 -0.3 2.3
N -1.132032 1.845116 0.629317 0.1 -1.3 -2.0
C 1.087582 0.759715 0.973482 2.0 1.0 -0.4
O 1.004655 0.324714 2.306904 -1.2 -0.7 1.1
H -0.335676 -0.586346 -3.125270 0.5 0.5 -1.5
H -1.624107 -0.209740 -1.997074 0.8 -0.6 0.0
H -0.237465 -1.389141 -1.652794 -0.6 0.5 0.2
H 0.207097 1.641265 -2.146778 -1.2 -0.9 2.2
H 1.327224 0.593754 -1.604870 -1.3 -0.4 1.3
H -0.771282 -0.229719 0.330013 1.2 1.7 -0.5
H -0.743699 2.729785 0.437200 0.6 1.3 -1.0
H -1.106800 1.888572 1.618083 0.0 -0.8 1.3
H 1.657697 1.752673 1.097742 -1.5 -0.6 -0.6
H 1.915019 0.222844 0.484330 -0.6 -0.7 -0.1
H 0.150993 -0.078077 2.584356 0.8 0.4 -0.9
O -0.585955 -3.277336 0.980282 -1.0 -0.1 1.8
H 0.233750 -3.487145 0.557787 0.8 -0.3 -0.1
H -0.530258 -3.585006 1.926688 0.1 0.4 -1.7
```
Positions in Å, forces in eV/Å.

The structure (SMILES) is CC[C@H](N)CO.O. The strongest force on any atom comes out at 3.78 eV/A. Its gap between HOMO and LUMO is 0.366 hartree. The LUMO energy is 0.023 Eh. The value obtained for the energy relative to the best compared isomer or geometry (same formula, charge and spin) is 46.2 kcal per mole. Its HOMO energy is -9.330 eV.